[1]
One molecule with the formula C4H7N3 in a non-equilibrium geometry. Source: OMol25; level of theory: ωB97M-V/def2-TZVPD.

The geometry in ORCA input format:
```
! RIJCOSX wB97M-V def2-TZVPD def2/J DEFGRID3
* xyz 0 1
N 0.133 1.463 1.412
C -0.052 0.666 0.229
C 0.366 0.969 -1.143
C 0.307 -0.184 -1.909
N -0.171 -1.168 -1.055
C -0.352 -0.701 0.214
N -0.821 -1.531 1.250
H 1.177 1.440 1.689
H -0.102 2.508 1.281
H 0.766 2.015 -1.367
H 0.588 -0.352 -2.903
H -0.669 -2.032 -1.356
H -1.046 -0.932 2.010
H -0.124 -2.160 1.649
*
```

Calculated values
SMILES: Nc1cc[nH]c1N
Energy, a.u.: -320.8626


[2]
One molecule with the formula C4H7N3 in a non-equilibrium geometry. Source: OMol25; level of theory: ωB97M-V/def2-TZVPD.

The geometry in ORCA input format:
```
! RIJCOSX wB97M-V def2-TZVPD def2/J DEFGRID3
* xyz 0 1
H 1.947 1.365 1.250
N 1.223 0.783 1.664
C 0.349 0.721 0.609
N 0.622 0.809 -0.742
C -0.287 -0.198 -1.253
C -0.047 -1.565 -0.759
C -1.227 -0.546 -0.282
N -0.925 0.155 0.839
H 1.639 0.766 -1.031
H -0.396 0.107 -2.347
H -0.268 -2.483 -1.262
H 0.942 -1.453 -0.085
H -2.358 -0.486 -0.528
H -0.678 -0.510 1.787
*
```

Calculated values
SMILES: [H]/N=C1\N[C@H]2C[C@H]2N1
Energy, a.u.: -320.7634


[3]
One molecule with the formula C4H7N3 in a non-equilibrium geometry. Source: OMol25; level of theory: ωB97M-V/def2-TZVPD.

The geometry in ORCA input format:
```
! RIJCOSX wB97M-V def2-TZVPD def2/J DEFGRID3
* xyz 0 1
H -1.033 2.478 1.133
N -0.548 1.725 0.723
C 0.073 0.781 1.292
C 0.395 0.976 2.719
N 0.480 1.450 3.776
N 0.328 -0.313 0.490
C -0.146 -0.177 -0.900
C 0.052 -1.425 -1.746
H 0.982 -1.053 0.691
H -1.209 0.084 -0.861
H 0.345 0.685 -1.372
H -0.488 -2.283 -1.335
H 1.110 -1.685 -1.856
H -0.340 -1.243 -2.755
*
```

Calculated values
SMILES: [H]/N=C(\C#N)NCC
Energy, a.u.: -320.8430


[4]
An isolated ion of composition C4H7N3 and charge +2 in a non-equilibrium geometry. Source: OMol25; level of theory: ωB97M-V/def2-TZVPD.

The geometry in ORCA input format:
```
! RIJCOSX wB97M-V def2-TZVPD def2/J DEFGRID3
* xyz 2 1
H -2.559 0.789 1.208
N -1.977 0.448 0.526
C -0.784 0.254 0.506
N 0.124 0.892 1.629
C 0.932 1.379 2.272
C -0.168 -0.516 -0.658
C 1.268 -0.596 -0.700
N -0.921 -0.878 -1.591
H 1.622 2.019 2.768
H 1.804 -0.827 0.180
H 1.584 0.403 -0.887
H 1.622 -1.238 -1.587
H -0.604 -1.362 -2.381
H -1.945 -0.766 -1.283
*
```

Calculated values
SMILES: [H]/N=C(\[N+]#C)C(C)=[NH2+]
Energy, a.u.: -320.1020